Record 1
DFT (ωB97M-V/def2-TZVPD) results for the molecule C3H3NO2.

Cartesian coordinates (Å):
C  0.566  -1.230  -0.632
C  0.793  -3.241  -1.275
C  -0.064  0.029  0.035
N  -0.006  -2.476  -0.753
O  1.549  -3.904  -1.793
O  1.716  -1.214  -1.012
H  0.074  -0.005  1.090
H  -1.228  0.025  -0.119
H  0.335  0.821  -0.494

Force components x, y, z for each atom (eV/Å):
-7.6 2.5 2.9
-1.2 0.2 0.6
-2.7 -3.4 -0.9
-1.0 0.2 0.5
2.0 -2.6 -1.6
7.0 0.8 -2.0
0.5 0.5 0.9
2.2 -0.2 0.0
0.8 2.0 -0.5

Total energy = -321.1770 Ha
HOMO-LUMO gap (alpha / beta) = 6.7 / 8.2 eV
Net charge = 0
2S+1 = 3
E_HOMO (alpha / beta) = -5.941 / -11.313 eV

natural (NBO) population analysis, charges in e, atoms 1 to 4: C 0.31; C 0.82; C -0.63; N -0.53


Record 2
DFT (ωB97M-V/def2-TZVPD) results for an isolated ion of composition C3H3NO2P and charge -1.

Cartesian coordinates (Å):
C  0.522  -0.415  -1.113
C  0.738  0.742  -0.141
C  -0.567  0.551  0.753
N  -0.327  -1.348  -0.865
O  1.249  1.861  -0.380
O  -1.041  1.277  1.582
P  -0.846  -1.268  0.788
H  1.180  -0.295  -2.057
H  -2.151  -1.395  0.624
H  1.244  0.289  0.810

Force components x, y, z for each atom (eV/Å):
1.0 0.7 -0.6
-1.1 -1.7 2.0
0.0 0.5 1.1
0.9 -0.6 -0.8
0.6 1.9 -1.5
-0.4 1.0 0.0
2.7 -0.5 -0.5
-1.4 -0.6 1.0
-2.5 0.0 -0.5
0.2 -0.8 -0.3

Total energy = -662.6678 Ha
HOMO-LUMO gap = 7.4 eV
Net charge = -1
SMILES = O=C1PN=C[C@H]1[O-]
E_HOMO = -3.124 eV

natural (NBO) population analysis, charges in e, atoms 1 to 4: C 0.09; C 0.03; C 0.28; N -0.75


Record 3
DFT (ωB97M-V/def2-TZVPD) results for the molecule C3H3NO2S.

Cartesian coordinates (Å):
C  -1.077  -0.269  0.000
C  -0.812  1.052  0.025
C  1.026  -0.003  -0.013
H  -1.991  -1.918  0.099
H  -1.502  1.897  0.025
H  3.216  0.619  -0.086
N  0.592  1.205  -0.018
O  -2.206  -0.986  -0.012
O  0.082  -0.987  -0.032
S  2.674  -0.611  0.012

Force components x, y, z for each atom (eV/Å):
-0.4 0.0 0.0
-0.1 0.1 -0.3
0.8 0.2 -0.2
0.0 0.0 0.0
0.4 -0.5 0.0
-0.2 -0.2 0.0
-0.3 -0.7 0.3
-0.2 0.2 0.0
0.0 0.7 0.2
0.0 0.3 -0.1

Total energy = -719.5177 Ha
HOMO-LUMO gap = 8.9 eV
Net charge = 0
SMILES = Oc1cnc(S)o1
E_HOMO = -8.344 eV

natural (NBO) population analysis, charges in e, atoms 1 to 4: C 0.53; C -0.21; C 0.33; H 0.50


Record 4
DFT (ωB97M-V/def2-TZVPD) results for the molecule C3H3NO2S.

Cartesian coordinates (Å):
C  0.049  -0.057  -0.175
C  0.349  -1.356  0.187
C  0.909  1.082  0.042
N  2.229  0.821  0.111
O  3.150  1.682  0.223
O  1.724  -1.731  0.488
S  2.838  -0.799  -0.323
H  -1.093  0.056  -0.410
H  -0.254  -2.124  0.437
H  0.565  2.048  0.356

Force components x, y, z for each atom (eV/Å):
-2.8 -2.7 0.8
4.0 4.2 -1.0
2.4 -1.9 0.2
-0.8 1.5 -0.9
-0.5 -0.6 0.3
-1.6 1.0 -0.3
-1.0 0.2 0.5
2.4 0.2 0.5
-2.1 -2.3 0.2
0.1 0.3 -0.2

Total energy = -719.3739 Ha
HOMO-LUMO gap (alpha / beta) = 7.9 / 7.9 eV
Net charge = 0
SMILES = [O-][N+]1=CC=COS1
E_HOMO (alpha / beta) = -8.339 / -8.341 eV

natural (NBO) population analysis, charges in e, atoms 1 to 4: C -0.33; C 0.16; C -0.07; N -0.01


Record 5
DFT (ωB97M-V/def2-TZVPD) results for the molecule C3H3NO2S.

Cartesian coordinates (Å):
C  1.338  -0.050  -0.680
C  3.414  -0.898  -0.042
C  0.026  0.190  -0.154
N  2.574  1.697  -0.039
O  4.274  -1.763  -0.095
O  2.178  -0.981  -0.406
S  3.830  0.899  0.282
H  0.220  0.309  0.829
H  -0.509  -0.799  -0.374
H  -0.538  1.071  -0.598

Force components x, y, z for each atom (eV/Å):
2.8 4.0 -1.2
5.8 0.1 0.5
-2.1 -1.5 -3.3
-3.1 -1.3 -1.1
-2.4 1.4 0.3
-3.4 -1.7 -0.3
1.4 -1.4 0.3
-0.3 0.5 3.7
0.1 1.4 0.6
1.1 -1.2 0.4

Total energy = -719.3255 Ha
HOMO-LUMO gap (alpha / beta) = 6.9 / 8.8 eV
Net charge = 0
E_HOMO (alpha / beta) = -7.997 / -9.033 eV

natural (NBO) population analysis, charges in e, atoms 1 to 4: C 0.58; C 0.57; C -0.74; N -0.74


Record 6
DFT (ωB97M-V/def2-TZVPD) results for a 2-piece molecular cluster, C3H3NO2S overall.

Cartesian coordinates (Å):
C  0.266  0.825  0.087
C  0.459  0.117  1.164
C  -0.038  -1.499  -0.464
H  -1.023  2.649  0.910
H  0.795  -0.016  2.167
H  -0.265  0.066  -2.012
N  0.238  -0.184  -1.029
O  -0.101  2.139  -0.208
O  0.314  -1.334  0.838
S  -0.645  -2.763  -1.453

Force components x, y, z for each atom (eV/Å):
-1.5 0.3 -3.3
0.3 -4.1 1.0
0.7 2.5 -1.8
3.4 -2.0 -4.0
-0.2 1.6 0.6
1.6 -0.8 3.4
-2.9 0.7 -0.9
-2.0 0.0 4.2
-0.5 0.3 -1.3
1.1 1.6 2.1

Total energy = -719.3505 Ha
HOMO-LUMO gap = 6.3 eV
Net charge = 0
E_HOMO = -8.458 eV

natural (NBO) population analysis, charges in e, atoms 1 to 4: C 0.40; C -0.05; C 0.40; H 0.49